## one
Entry from OMol25: a cluster of 10 separate species, C7H27NO9 in total (ωB97M-V/def2-TZVPD).

The geometry in ORCA input format:
```
! wB97M-V def2-TZVPD RIJCOSX def2/J DEFGRID3
* xyz 0 1
C -2.32996 -2.99157 -1.18626
C -1.41229 -2.01413 -1.09842
C -0.13317 -2.22918 -0.50567
C 0.57119 -3.32444 0.12020
C 1.79260 -2.86953 0.53938
N 1.86705 -1.49872 0.34651
C 0.72107 -1.13719 -0.29676
C 0.53522 0.30387 -0.57196
H -2.16209 -3.95988 -0.71721
H -3.32552 -2.98229 -1.58290
H -1.53182 -1.14211 -1.68430
H 0.16123 -4.29488 0.27852
H 2.62649 -3.39731 0.93486
H 2.77017 -1.03960 0.37071
H 0.52085 0.43765 -1.66623
H 1.26759 1.06840 -0.38598
H -0.37102 0.73077 -0.14025
O -2.13761 1.49200 2.44925
H -1.88557 1.74355 3.34335
H -2.86904 2.03414 2.14787
O 3.79344 1.16893 0.99056
H 3.89768 1.85726 0.32777
H 2.88861 1.20525 1.31648
O 0.43070 3.21858 1.42498
H 0.64621 2.87556 2.31632
H -0.41507 2.94848 1.05545
O 2.32383 3.11011 -0.82368
H 1.36362 3.04769 -0.90859
H 2.37452 3.78458 -0.13394
O -1.40435 -1.97532 2.54886
H -1.18586 -2.80582 2.11056
H -0.56326 -1.51182 2.50211
O -1.73395 2.62970 -0.67341
H -2.32432 3.27004 -1.08613
H -1.66729 1.96949 -1.41778
O -1.57464 1.01081 -2.73505
H -2.49959 0.91319 -2.96739
H -0.97830 0.35403 -3.12065
O 0.61240 1.52083 3.47041
H 0.06887 0.92805 2.93320
H 1.53210 1.25834 3.37027
O -0.27556 -1.71272 -3.52542
H 0.58063 -2.05972 -3.24955
H -0.56580 -1.93506 -4.42009
*
```

Results
Orbital gap = 7.820 eV
E_LUMO = 0.00680 Eh

Mulliken atomic charge list, values in e, 4 entries: -1.33 0.58 0.67 -0.65

---

## two
Entry from OMol25: a cluster of 10 separate species, C7H27NO9 in total (ωB97M-V/def2-TZVPD).

The geometry in ORCA input format:
```
! wB97M-V def2-TZVPD RIJCOSX def2/J DEFGRID3
* xyz 0 1
C 2.94575 0.27880 -2.57783
C 1.71698 0.58363 -1.81200
C 1.20993 1.81274 -1.58793
C 0.14399 2.14889 -0.70280
C -0.48308 3.40138 -0.46347
C -1.41689 3.16116 0.61352
C -1.40277 1.81389 0.86379
N -0.51444 1.20516 0.06802
H 3.25554 1.12183 -3.20028
H 2.71478 -0.54338 -3.26342
H 3.67582 -0.04830 -1.83949
H 1.21854 -0.22511 -1.28712
H 1.70437 2.54106 -2.21565
H -0.15513 4.35191 -0.84925
H -1.86048 4.01592 1.05927
H -1.99428 1.31247 1.60233
H -0.35693 0.22841 -0.08390
O -1.43859 -2.47937 2.75890
H -2.03575 -3.04146 2.24505
H -1.16007 -2.84681 3.61977
O -3.52488 -0.97061 -1.44832
H -4.35133 -1.06167 -1.92570
H -2.86043 -1.23176 -2.12005
O 0.30235 -1.05613 1.33267
H 0.04880 -1.97657 1.47267
H 0.09670 -0.58253 2.16047
O 0.73208 -2.29816 -1.72983
H 0.01027 -2.55068 -1.12334
H 1.25264 -3.08235 -1.51328
O 0.05639 1.26457 3.48894
H -0.42210 1.29266 4.32194
H 0.50304 2.10940 3.30950
O 2.91063 -1.78104 1.89548
H 1.96441 -1.50388 1.93855
H 2.95243 -2.11295 0.99950
O 1.73143 3.25961 2.00017
H 2.31415 2.83794 1.36425
H 0.87018 3.02817 1.60095
O -1.88538 -2.66285 0.13049
H -1.40935 -1.83166 0.25728
H -2.77424 -2.29926 0.25026
O -1.66457 -1.66778 -3.34928
H -1.79837 -2.60606 -3.20153
H -0.82212 -1.30921 -3.05930
*
```

Results
Orbital gap = 7.344 eV
E_LUMO = 0.00045 Eh

Mulliken atomic charge list, values in e, 4 entries: -1.38 0.08 -0.51 0.12

---

Verdict on stability: two comes out on top.

---

## one
Entry from OMol25: an isolated molecule of C3H3ClN2O2 (ωB97M-V/def2-TZVPD).

The geometry in ORCA input format:
```
! wB97M-V def2-TZVPD RIJCOSX def2/J DEFGRID3
* xyz 0 1
O -1.83606 1.59057 -0.26097
C -0.84207 0.87695 -0.12238
C 0.52429 1.36387 0.15366
C 1.30808 0.17649 -0.11158
Cl 3.11456 0.05182 -0.11081
N 0.58578 -0.89841 -0.08044
N -0.74038 -0.44299 0.10700
O -1.78057 -1.33579 -0.14476
H 0.79603 2.48720 0.46347
H 0.62363 -1.78314 -0.66849
H -1.75327 -2.08657 0.77530
*
```

Results
Orbital gap = 8.871 eV
E_LUMO = -0.00304 Eh

Mulliken atomic charge list, values in e, 4 entries: -0.63 0.31 -0.41 0.29

---

## two
Entry from OMol25: an isolated molecule of C3H3ClN2O2 (ωB97M-V/def2-TZVPD).

The geometry in ORCA input format:
```
! wB97M-V def2-TZVPD RIJCOSX def2/J DEFGRID3
* xyz 0 1
N 0.89653 2.09306 0.15878
C 0.11516 0.97692 -0.11466
N -1.29773 1.02467 -0.24384
C -1.62904 -0.33628 -0.07528
O -2.78748 -0.72254 0.21979
O -0.58845 -1.14454 -0.10967
C 0.49720 -0.24450 -0.11587
Cl 2.04882 -0.92593 0.04535
H 1.14517 3.01466 -0.45640
H 1.74592 1.82662 0.57298
H -1.80515 1.63519 0.66183
*
```

Results
Orbital gap = 9.253 eV
E_LUMO = 0.01448 Eh

Mulliken atomic charge list, values in e, 4 entries: -0.56 0.28 -0.28 0.52

---

Verdict on stability: two comes out on top.